Entry 1:
{"formula": "C14H44BN17O14", "method": "wB97M-V/def2-TZVPD", "symbols": ["C", "C", "O", "O", "C", "C", "N", "C", "B", "O", "O", "C", "O", "O", "H", "H", "H", "H", "H", "H", "H", "H", "H", "H", "H", "H", "N", "C", "N", "O", "H", "H", "H", "H", "N", "C", "N", "O", "H", "H", "H", "H", "N", "C", "N", "O", "H", "H", "H", "H", "N", "C", "N", "O", "H", "H", "H", "H", "N", "C", "N", "O", "H", "H", "H", "H", "N", "C", "N", "O", "H", "H", "H", "H", "N", "C", "N", "O", "H", "H", "H", "H", "N", "C", "N", "O", "H", "H", "H", "H"], "coordinates": [[6.38669, -3.88402, -0.81663], [6.10915, -4.29118, -2.22788], [5.80814, -5.43359, -2.52363], [6.25804, -3.36256, -3.22142], [5.67392, -2.09100, -2.98114], [4.21614, -2.06469, -3.36558], [3.36133, -2.52878, -2.26993], [1.93220, -2.64524, -2.71506], [1.41966, -4.08929, -2.22483], [1.23315, -5.11496, -3.12041], [1.19304, -4.29924, -0.90107], [3.44643, -1.64944, -1.16510], [3.76986, -2.00333, -0.05045], [3.15332, -0.36540, -1.46965], [6.56339, -4.76665, -0.22843], [7.22877, -3.20769, -0.73581], [5.52805, -3.38219, -0.38766], [5.82746, -1.74269, -1.96551], [6.19601, -1.38433, -3.61344], [4.08649, -2.68802, -4.23840], [3.97136, -1.04288, -3.66144], [1.86663, -2.52923, -3.78661], [1.32172, -1.85779, -2.27762], [2.06492, -5.30015, -3.56075], [1.14165, -3.45178, -0.46218], [2.87590, 0.10902, -0.66903], [0.92550, 2.36781, 1.76892], [1.98406, 2.28853, 0.90977], [2.05843, 3.26834, -0.03830], [2.81625, 1.38814, 0.98345], [0.23319, 3.09200, 1.72682], [0.82696, 1.64569, 2.46897], [2.82978, 3.23354, -0.68877], [1.39570, 4.01522, -0.12306], [-2.03550, -1.60661, 2.13329], [-1.40291, -0.42157, 1.95628], [-1.70061, 0.22070, 0.78295], [-0.62463, 0.05102, 2.77743], [-2.68622, -1.99808, 1.46600], [-1.84117, -2.10361, 2.98129], [-1.24844, 1.09765, 0.61490], [-2.34576, -0.14394, 0.10744], [4.61067, 2.50406, -2.97965], [4.55563, 3.85787, -2.84443], [5.24537, 4.57125, -3.78082], [3.92610, 4.41290, -1.94793], [5.10929, 2.04424, -3.71626], [4.11225, 1.94099, -2.31587], [5.22132, 5.56979, -3.70783], [5.76471, 4.14886, -4.52539], [-0.02057, 2.36449, -4.37034], [0.95762, 1.53194, -3.89121], [1.04218, 1.44834, -2.52982], [1.70184, 0.91164, -4.63255], [-0.64118, 2.88617, -3.78333], [-0.10487, 2.44630, -5.36497], [1.75195, 0.85385, -2.13941], [0.44305, 1.94884, -1.90310], [2.82030, 5.05170, 2.25588], [3.49619, 5.68927, 3.26062], [4.23507, 6.77562, 2.86585], [3.44869, 5.32247, 4.42041], [2.84996, 5.33785, 1.29781], [2.27629, 4.24919, 2.51139], [4.74437, 7.26413, 3.57603], [4.29316, 7.09100, 1.91734], [-5.50492, -1.49392, 3.26354], [-5.56954, -1.97759, 2.00007], [-6.71819, -2.64550, 1.67663], [-4.65723, -1.82679, 1.19163], [-6.23626, -1.60180, 3.94906], [-4.67254, -0.99595, 3.51793], [-6.78104, -3.03141, 0.75341], [-7.47910, -2.78428, 2.31610], [-9.91231, -0.85988, -2.38674], [-9.52983, -1.27957, -1.13998], [-8.18918, -1.19470, -0.87651], [-10.32636, -1.70190, -0.32114], [-9.27447, -0.51051, -3.07461], [-10.88789, -0.91198, -2.60707], [-7.88586, -1.49522, 0.03202], [-7.51153, -0.85452, -1.53079], [-7.58853, -0.40773, 7.96827], [-6.70287, -0.91709, 7.06447], [-5.42762, -1.09072, 7.52099], [-7.03392, -1.19835, 5.92157], [-7.34431, -0.16911, 8.90950], [-8.53149, -0.27021, 7.65881], [-4.75552, -1.46610, 6.88020], [-5.13693, -0.86573, 8.45250]], "forces_ev_per_angstrom": [[0.0, 0.4, 0.0], [-0.5, -1.9, -0.4], [0.5, 1.5, 0.1], [-0.2, -0.2, 0.5], [0.2, 0.3, -0.4], [0.2, 0.5, 0.2], [-0.1, 0.2, -0.6], [-0.1, -0.8, 0.6], [0.2, 0.4, -0.3], [0.2, -0.3, 0.6], [-0.5, -0.1, -0.4], [0.6, -0.7, 1.5], [-0.6, 0.5, -1.2], [-0.4, 0.1, -0.2], [0.1, -0.4, 0.1], [0.2, 0.1, -0.1], [-0.3, 0.1, 0.0], [0.1, -0.1, 0.3], [0.3, 0.0, -0.3], [-0.2, -0.3, -0.1], [-0.2, 0.2, -0.1], [0.1, 0.1, -0.3], [-0.1, 0.3, 0.0], [0.0, -0.1, -0.5], [0.2, 0.1, 0.6], [0.6, 0.2, 0.9], [0.3, 0.0, 0.1], [-0.3, 0.2, 0.0], [0.0, -0.5, 0.0], [-0.2, -0.2, -0.5], [0.0, 0.1, 0.0], [-0.2, -0.1, -0.1], [0.0, 0.5, 0.0], [0.0, 0.0, 0.0], [0.3, -0.2, 0.0], [0.0, -0.1, 0.0], [0.1, 0.0, -0.1], [-0.1, 0.0, 0.1], [-0.1, 0.3, 0.3], [0.1, 0.0, 0.0], [0.1, 0.0, 0.0], [-0.1, 0.0, 0.1], [0.0, 0.2, 0.2], [0.0, -0.1, -0.1], [0.0, 0.0, 0.1], [0.0, -0.2, 0.0], [0.0, 0.0, -0.1], [0.0, -0.1, 0.0], [0.0, 0.0, 0.0], [0.0, 0.0, 0.0], [0.0, -0.1, 0.0], [0.0, 0.0, 0.0], [-0.1, 0.0, 0.0], [0.0, 0.0, 0.0], [0.0, 0.0, 0.0], [0.0, 0.0, 0.0], [-0.1, -0.1, -0.3], [0.0, 0.1, 0.0], [0.0, 0.3, 0.3], [0.0, 0.0, 0.0], [-0.1, 0.0, 0.0], [0.0, 0.0, 0.0], [0.2, -0.1, -0.1], [0.1, -0.1, 0.0], [0.0, 0.0, 0.0], [0.0, 0.0, 0.0], [-0.1, -0.1, 0.0], [0.1, 0.1, 0.2], [-0.1, 0.1, -0.1], [-0.3, -0.1, -0.4], [0.0, 0.1, 0.1], [0.0, 0.1, 0.0], [0.1, -0.2, 0.0], [0.0, 0.0, 0.0], [0.0, 0.0, 0.1], [0.0, 0.0, 0.0], [-0.1, -0.1, 0.0], [0.0, 0.0, 0.0], [0.0, 0.0, 0.0], [0.0, 0.0, 0.0], [0.0, 0.2, 0.0], [0.0, 0.0, 0.0], [0.0, 0.0, -0.1], [0.0, 0.0, 0.1], [-0.1, 0.0, -0.1], [0.0, 0.0, -0.1], [0.0, 0.0, 0.0], [0.0, 0.0, 0.0], [0.0, 0.0, 0.0], [0.0, 0.0, 0.0]], "lowdin_charge": [0.018, -0.496, 0.101, 0.002, -0.167, -0.138, -0.042, -0.023, -0.621, 0.163, 0.200, -0.539, 0.146, 0.072, 0.090, 0.094, 0.064, 0.118, 0.128, 0.139, 0.120, 0.113, 0.111, 0.105, 0.092, 0.086, 0.160, -0.672, 0.151, 0.028, 0.102, 0.088, 0.058, 0.099, 0.160, -0.672, 0.159, 0.000, 0.067, 0.107, 0.072, 0.092, 0.183, -0.655, 0.157, -0.001, 0.101, 0.079, 0.103, 0.096, 0.149, -0.675, 0.169, 0.016, 0.087, 0.100, 0.051, 0.081, 0.154, -0.678, 0.143, 0.028, 0.077, 0.067, 0.098, 0.087, 0.179, -0.659, 0.152, -0.017, 0.063, 0.101, 0.097, 0.110, 0.144, -0.683, 0.153, 0.023, 0.088, 0.100, 0.058, 0.094, 0.155, -0.667, 0.157, 0.009, 0.095, 0.105, 0.102, 0.096], "smiles": "CC(=O)OCCN(CB(O)O)C(=O)O.NC(N)=O.NC(N)=O.NC(N)=O.NC(N)=O.NC(N)=O.NC(N)=O.NC(N)=O.NC(N)=O", "total_charge": 0, "max_force_ev_per_a": 1.98, "e_homo_ev": -9.30, "homo_lumo_gap_ev": 9.34}


Entry 2:
{"formula": "C14H44N6O8", "method": "wB97M-V/def2-TZVPD", "symbols": ["N", "C", "N", "O", "H", "H", "H", "H", "N", "C", "N", "O", "H", "H", "H", "H", "N", "C", "N", "O", "H", "H", "H", "H", "C", "C", "C", "O", "H", "H", "H", "H", "H", "H", "H", "H", "C", "C", "C", "O", "H", "H", "H", "H", "H", "H", "H", "H", "C", "C", "C", "O", "H", "H", "H", "H", "H", "H", "H", "H", "C", "O", "H", "H", "H", "H", "C", "O", "H", "H", "H", "H"], "coordinates": [[1.44456, 4.11567, -0.58325], [1.90656, 2.99967, -1.12725], [1.06656, 2.21667, -1.62825], [3.19356, 2.58167, -1.12425], [2.14956, 4.61867, -0.02425], [0.46856, 4.37867, -0.51425], [1.23456, 1.21567, -1.80225], [0.06356, 2.47867, -1.56425], [3.00256, -1.72133, -1.43325], [1.79656, -1.56233, -1.91225], [1.51256, -0.35633, -2.25525], [0.81656, -2.58233, -1.97325], [3.36156, -2.62133, -1.06325], [3.65756, -0.94533, -1.69425], [0.60656, -0.30633, -2.74725], [2.29756, -0.03533, -2.75925], [-0.74544, 0.00267, -3.46325], [-0.40444, 0.69167, -4.54825], [0.41256, 1.68267, -4.36025], [-0.79744, 0.25967, -5.73925], [-1.21944, -0.91633, -3.39025], [-1.01944, 0.64867, -2.73925], [0.58256, 2.33867, -5.16425], [0.61056, 1.92867, -3.35525], [0.98556, -1.08433, 1.45875], [1.61756, 0.19267, 0.91775], [1.71156, 1.30767, 1.94975], [2.79956, 0.06767, 0.47475], [1.62956, -1.36933, 2.29375], [0.93456, -1.91033, 0.74475], [-0.05844, -1.01833, 1.80775], [0.88256, 0.49467, 0.23575], [2.15956, 0.82567, 2.78075], [0.63756, 1.47567, 2.17775], [2.28256, 2.19767, 1.65275], [2.77756, -0.64533, -0.26625], [-3.31644, 1.44767, 1.25275], [-3.35144, 2.91167, 1.54075], [-1.97844, 3.35167, 2.07375], [-3.55744, 3.57467, 0.52875], [-2.35244, 0.97567, 0.98075], [-4.03044, 1.30567, 0.45475], [-3.73244, 1.01967, 2.16075], [-4.01844, 3.07167, 2.41875], [-2.02944, 4.35867, 2.42675], [-1.26844, 3.30967, 1.28075], [-1.53944, 2.80467, 2.91675], [-3.26244, 4.43767, 0.79675], [0.44956, -4.55133, 2.05075], [1.49956, -4.72033, 3.14275], [1.19956, -5.75233, 4.25475], [2.57656, -5.23733, 2.81875], [0.23456, -5.39733, 1.58175], [0.73056, -3.76933, 1.37575], [-0.47144, -4.08233, 2.38275], [1.79256, -3.77833, 3.62575], [0.28656, -5.45533, 4.71475], [1.91356, -5.68533, 5.07775], [1.08456, -6.74133, 3.83575], [2.99756, -4.51633, 2.33575], [-1.68344, -1.21633, -0.45625], [-1.76144, -2.02633, -1.57625], [-2.61344, -0.78133, -0.17625], [-1.10744, -0.29333, -0.69225], [-1.24344, -1.81433, 0.27475], [-0.89844, -2.47233, -1.70725], [-2.53244, 2.23767, -2.16925], [-1.63544, 2.42267, -1.11125], [-3.26644, 3.07667, -2.12325], [-3.10844, 1.40467, -1.93825], [-2.07244, 2.23267, -3.15825], [-2.29144, 2.70267, -0.45725]], "forces_ev_per_angstrom": [[1.2, 2.4, 1.5], [9.0, -1.1, 1.5], [-6.1, -3.1, -2.8], [-4.8, 2.7, 0.3], [-0.9, -0.2, -0.6], [0.4, -0.4, -0.1], [0.5, 1.1, 0.9], [0.9, -0.4, 0.4], [3.4, -1.2, 0.0], [-6.6, -8.2, 0.4], [-0.3, 1.3, -1.1], [5.4, 4.6, 0.8], [-0.5, 1.0, -0.8], [-0.3, -1.5, 0.6], [-0.1, 0.0, -0.4], [0.8, 1.6, -0.8], [-1.5, -0.9, 2.7], [-2.8, -4.0, -8.4], [1.4, 3.2, 0.4], [1.7, 2.1, 4.5], [0.0, 1.0, -0.7], [-0.2, -0.5, 0.6], [-0.2, -1.1, 1.5], [0.3, 0.5, -1.9], [0.2, -0.5, 1.2], [-5.0, 1.4, 3.1], [-2.1, -0.5, 0.0], [5.9, -3.1, -4.4], [-0.2, -0.5, 0.2], [0.4, 0.3, -0.3], [0.5, 0.5, 0.1], [-1.0, 1.0, -1.9], [0.6, 0.0, 1.2], [0.7, 0.7, 0.4], [-0.4, -0.4, -0.2], [0.5, 1.8, 2.4], [-0.6, -1.0, 0.4], [3.7, -5.6, 9.7], [0.3, -0.7, 1.4], [-2.6, 5.8, -8.5], [-0.4, 0.6, 0.3], [-0.3, -0.6, -0.3], [0.2, -0.8, -0.2], [-0.5, 0.1, -0.6], [-0.1, 1.1, 0.2], [0.7, -0.1, -0.7], [-0.4, -0.2, -0.2], [-0.2, 1.4, -1.0], [0.4, 3.9, 2.5], [-7.2, 1.6, 5.2], [-2.2, 1.5, 0.8], [10.0, -2.4, -5.8], [-0.8, -3.8, -2.1], [0.9, 0.0, -0.9], [-0.4, -0.4, 0.8], [-1.3, 0.7, 0.3], [-1.3, -0.2, 0.6], [0.4, -0.2, -0.5], [0.2, -0.2, -0.1], [1.3, -0.7, -0.6], [0.8, 1.3, -1.5], [-0.9, -0.6, -1.5], [-1.2, -0.4, 0.2], [0.4, -0.4, 0.5], [0.6, -0.2, 1.9], [0.0, 0.4, 0.1], [-1.0, 2.4, -0.8], [0.3, 0.3, 0.2], [0.4, -0.3, -0.5], [-1.0, -2.1, -0.3], [0.0, -0.1, 0.2], [0.7, 0.3, 0.6]], "lowdin_charge": [0.175, -0.665, 0.122, -0.100, 0.133, 0.104, 0.054, 0.088, 0.166, -0.533, 0.149, -0.104, 0.174, 0.173, 0.044, 0.132, 0.129, -0.659, 0.180, -0.061, 0.149, 0.060, 0.162, 0.077, -0.040, -0.668, -0.013, -0.007, 0.085, 0.045, 0.085, 0.078, 0.065, 0.078, 0.085, 0.054, -0.034, -0.664, -0.028, 0.042, 0.078, 0.092, 0.096, 0.153, 0.076, 0.058, 0.096, 0.131, -0.002, -0.625, -0.039, 0.003, 0.039, 0.039, 0.090, 0.139, 0.058, 0.085, 0.085, 0.124, -0.172, -0.131, 0.060, 0.069, 0.049, 0.034, -0.128, -0.162, 0.110, 0.069, 0.088, 0.026], "smiles": "NC(N)=O.NC(N)=O.NC(N)=O.CC(C)O.CC(C)O.CC(C)O.CO.CO", "total_charge": 0, "relative_energy_kcal_mol": 201.4, "max_force_ev_per_a": 11.79, "e_homo_ev": -9.08, "homo_lumo_gap_ev": 9.16}